(1)
Density functional theory data (ωB97M-V/def2-TZVPD) for 10 unconnected molecules or ions with the total composition C32H46N10O7S in a non-equilibrium geometry.

Each line ends with the Löwdin charge.
Element x y z (Å)
O  -4.732  0.477  -0.410  0.11
C  -4.295  -0.613  -0.047  -0.44
O  -4.273  -0.894  1.352  -0.03
C  -3.618  0.181  2.084  -0.15
C  -2.544  -0.525  3.057  -0.16
C  -2.942  -0.416  4.616  -0.21
C  -1.818  -1.241  5.416  -0.23
S  -1.576  -0.712  7.165  0.69
O  -0.100  -0.670  7.384  -0.35
O  -2.165  0.598  7.499  -0.32
O  -2.165  -1.878  8.214  -0.19
O  -3.854  -1.655  -0.866  0.01
C  -3.141  -1.154  -2.034  -0.11
O  -3.124  -2.216  -3.037  -0.21
C  -1.844  -2.340  -3.650  -0.19
C  -1.822  -2.338  -5.207  0.00
C  -0.552  -2.509  -6.030  -0.07
C  0.782  -2.708  -5.292  -0.11
C  0.769  -2.688  -3.770  -0.08
C  -0.511  -2.521  -2.929  -0.01
H  -3.061  0.919  1.421  0.13
H  -4.398  0.704  2.749  0.14
H  -2.436  -1.641  2.840  0.12
H  -1.551  0.008  2.909  0.11
H  -3.083  0.651  4.975  0.10
H  -3.937  -0.969  4.782  0.13
H  -0.839  -1.110  4.839  0.11
H  -2.114  -2.339  5.395  0.11
H  -1.781  -2.723  7.873  0.09
H  -3.636  -0.251  -2.520  0.16
H  -2.117  -0.822  -1.677  0.14
H  -2.797  -2.215  -5.778  0.10
H  -0.654  -2.513  -7.163  0.09
H  1.705  -2.861  -5.936  0.07
H  1.780  -2.806  -3.250  0.08
H  -0.486  -2.533  -1.798  0.06
C  0.191  -3.710  1.927  -0.06
C  0.113  -2.445  1.138  -0.25
N  0.063  -1.454  0.510  0.14
H  -0.804  -4.144  2.031  0.08
H  0.840  -4.425  1.420  0.08
H  0.595  -3.504  2.920  0.08
C  3.721  -0.104  -2.983  -0.06
C  3.380  -0.554  -4.365  -0.25
N  3.106  -0.902  -5.440  0.14
H  2.899  -0.339  -2.304  0.08
H  4.623  -0.612  -2.638  0.07
H  3.893  0.970  -2.973  0.03
C  -4.967  3.325  7.961  -0.05
C  -5.253  2.871  6.568  -0.25
N  -5.487  2.504  5.478  0.13
H  -5.809  3.081  8.611  0.08
H  -4.072  2.827  8.336  0.07
H  -4.807  4.404  7.975  0.08
C  6.664  -2.073  -4.645  -0.06
C  7.451  -1.334  -3.613  -0.27
N  8.063  -0.759  -2.811  0.11
H  5.611  -1.793  -4.582  0.03
H  7.036  -1.831  -5.642  0.06
H  6.757  -3.148  -4.483  0.08
C  2.864  3.825  -1.370  -0.08
C  4.063  2.936  -1.411  -0.24
N  5.005  2.231  -1.457  0.13
H  3.028  4.637  -0.659  0.08
H  2.681  4.249  -2.358  0.08
H  1.991  3.255  -1.062  0.02
C  4.470  -1.168  -9.068  -0.07
C  5.629  -1.992  -8.611  -0.26
N  6.530  -2.633  -8.256  0.12
H  4.134  -1.511  -10.047  0.08
H  3.649  -1.258  -8.356  0.06
H  4.766  -0.121  -9.140  0.08
C  -3.367  -6.042  -1.063  -0.06
C  -3.420  -4.663  -1.648  -0.07
N  -3.447  -3.566  -2.111  0.10
H  -2.356  -6.262  -0.715  0.07
H  -4.057  -6.111  -0.221  0.07
H  -3.651  -6.777  -1.818  0.08
C  -1.414  4.170  0.535  -0.07
C  -0.609  3.908  -0.695  -0.22
N  0.016  3.706  -1.654  0.13
H  -2.473  4.013  0.325  0.08
H  -1.104  3.492  1.332  0.07
H  -1.266  5.199  0.866  0.05
C  5.932  3.650  2.046  -0.07
C  5.973  4.998  1.398  -0.27
N  6.002  6.044  0.894  0.11
H  6.910  3.414  2.467  0.08
H  5.189  3.641  2.844  0.07
H  5.665  2.895  1.304  0.05
C  -3.206  4.901  4.710  -0.08
C  -2.701  5.839  3.663  -0.25
N  -2.308  6.567  2.848  0.12
H  -3.975  5.394  5.305  0.07
H  -3.632  4.011  4.247  0.05
H  -2.385  4.603  5.364  0.08

Summary:
HOMO energy, hartree: -0.2560
F_max, eV/A: 16.63
Charge: 0


(2)
Density functional theory data (ωB97M-V/def2-TZVPD) for 9 unconnected molecules or ions with the total composition C21H60O9 in a non-equilibrium geometry.

Each line ends with the Löwdin charge.
Element x y z (Å)
C  6.414  8.732  11.169  -0.09
C  6.901  9.895  10.397  -0.50
C  7.330  9.511  9.028  -0.06
O  5.791  10.850  10.313  -0.07
H  7.208  7.965  11.410  0.10
H  5.610  8.283  10.578  0.08
H  6.002  9.040  12.173  0.10
H  7.813  10.443  10.943  0.17
H  6.531  9.256  8.410  0.07
H  8.022  8.677  9.103  0.08
H  7.870  10.250  8.468  0.05
H  6.131  11.730  10.106  0.08
C  11.587  13.583  8.105  -0.04
C  10.379  14.181  8.938  -0.43
C  9.475  15.078  8.117  -0.05
O  9.508  13.130  9.458  -0.11
H  12.118  12.843  8.717  0.06
H  12.181  14.445  7.910  0.06
H  11.326  13.032  7.167  0.08
H  10.792  14.669  9.816  0.12
H  8.927  15.725  8.801  0.08
H  8.779  14.454  7.617  0.05
H  9.975  15.680  7.347  0.09
H  9.932  12.587  10.175  0.06
C  15.167  12.033  11.593  -0.06
C  15.009  13.485  12.024  -0.49
C  14.644  14.388  10.798  -0.04
O  14.085  13.617  13.086  -0.07
H  15.262  11.385  12.464  0.08
H  16.061  12.037  10.956  0.08
H  14.256  11.658  11.135  0.07
H  16.047  13.764  12.339  0.13
H  15.336  14.241  9.981  0.07
H  14.588  15.475  11.012  0.07
H  13.685  14.013  10.439  0.07
H  13.518  14.416  12.997  0.06
C  12.768  7.848  8.329  -0.06
C  11.544  8.295  9.100  -0.50
C  11.755  7.825  10.533  -0.06
O  11.461  9.709  9.066  -0.09
H  13.668  8.172  8.866  0.09
H  12.735  8.183  7.305  0.07
H  12.732  6.747  8.337  0.09
H  10.613  7.923  8.682  0.13
H  11.686  6.716  10.665  0.09
H  10.945  8.167  11.198  0.07
H  12.751  8.146  10.931  0.10
H  10.904  10.032  8.278  0.12
C  11.156  17.787  11.539  -0.05
C  12.443  17.222  11.983  -0.53
C  13.057  18.029  13.077  -0.06
O  12.357  15.861  12.373  -0.08
H  10.501  17.839  12.370  0.07
H  10.646  17.245  10.749  0.08
H  11.358  18.792  11.152  0.10
H  13.159  17.186  11.104  0.15
H  14.022  17.651  13.456  0.09
H  12.382  17.997  13.907  0.07
H  13.344  19.073  12.806  0.10
H  11.702  15.836  13.110  0.07
C  9.537  8.743  15.734  -0.10
C  10.532  7.672  15.618  -0.30
O  11.286  8.142  14.457  -0.08
H  9.240  9.062  14.766  0.06
H  9.936  9.692  16.154  0.09
H  8.677  8.437  16.329  0.08
H  10.115  6.692  15.508  0.10
H  11.136  7.528  16.509  0.11
H  12.023  7.559  14.420  0.06
C  10.894  12.187  13.442  -0.07
C  10.978  11.051  12.445  -0.32
O  10.988  11.528  11.130  -0.09
H  11.475  13.069  13.175  0.05
H  11.231  11.902  14.399  0.05
H  9.818  12.575  13.474  0.10
H  10.106  10.433  12.583  0.10
H  11.760  10.483  12.816  0.08
H  11.253  10.753  10.586  0.06
C  10.990  15.013  15.835  -0.15
O  10.522  15.576  14.629  -0.15
H  11.366  15.790  16.548  0.09
H  10.172  14.506  16.377  0.09
H  11.792  14.307  15.666  0.08
H  9.702  16.103  14.782  0.12
C  8.716  11.772  5.780  -0.12
O  9.356  11.194  6.967  -0.18
H  9.232  11.462  4.858  0.07
H  7.701  11.329  5.606  0.09
H  8.792  12.893  5.806  0.08
H  9.475  11.892  7.648  0.04

Summary:
HOMO energy, hartree: -0.3434
SMILES: CC(C)O.CC(C)O.CC(C)O.CC(C)O.CC(C)O.CCO.CCO.CO.CO
Energy above the lowest of the compared OMol25 structures with the same formula, charge and spin, kcal/mol: 59.2
F_max, eV/A: 3.42
Charge: 0